(1)
Below is an isolated molecule of C20H33N5O4, with properties calculated with the ωB97M-V functional and the def2-TZVPD basis.

Structure (XYZ):
```
62
Properties=species:S:1:pos:R:3:forces:R:3:lowdin_charge:R:1
C 5.480 -0.795 -4.370 0.000 0.003 -0.004 -0.071
C 4.942 -0.463 -2.997 -0.002 0.007 0.002 -0.276
O 3.772 -1.230 -2.784 0.008 -0.017 -0.006 -0.117
C 3.252 -1.163 -1.471 -0.009 0.015 0.011 -0.343
C 2.557 0.170 -1.203 0.020 0.017 0.011 -0.098
C 1.885 0.173 0.167 0.013 -0.002 -0.013 -0.138
N 0.974 -0.957 0.287 -0.001 0.034 -0.004 -0.044
C -0.374 -0.884 0.089 -0.057 -0.006 -0.164 -0.409
O -1.054 -1.869 -0.136 0.007 0.002 0.011 0.076
C -0.991 0.513 0.179 0.024 0.058 0.328 -0.127
O -2.391 0.578 0.287 -0.020 -0.180 -0.331 -0.097
C -3.064 -0.375 1.119 0.007 0.118 0.208 -0.296
C -2.568 -0.323 2.582 0.010 0.021 -0.015 -0.049
C -3.637 0.758 2.873 -0.037 -0.061 0.048 -0.249
N -3.125 2.107 2.775 -0.036 0.054 -0.077 0.112
C -3.418 3.085 3.666 0.064 -0.034 0.004 -0.486
O -4.034 2.896 4.701 -0.011 -0.013 0.007 0.052
C -2.914 4.469 3.299 -0.049 0.017 -0.016 -0.093
C -2.204 5.121 4.488 0.027 -0.033 -0.006 -0.111
C -2.013 6.583 4.284 0.003 0.022 -0.045 -0.337
N -0.944 7.163 3.769 0.026 -0.003 0.016 0.117
C -1.288 8.474 3.755 -0.025 -0.007 0.010 -0.228
N -2.489 8.738 4.219 0.007 -0.008 -0.027 0.087
N -2.950 7.511 4.548 -0.001 0.030 0.036 -0.143
C -4.260 7.359 5.140 -0.004 -0.006 0.013 -0.002
C -4.366 0.294 1.587 0.049 0.039 -0.020 -0.048
C 1.635 -2.239 0.090 0.022 -0.019 0.001 -0.110
C 2.291 -2.332 -1.287 -0.023 -0.014 -0.003 -0.296
C 2.990 -3.672 -1.455 0.011 0.004 0.009 -0.047
H 6.380 -0.215 -4.575 0.000 -0.002 0.001 0.076
H 5.725 -1.855 -4.437 0.000 0.000 -0.001 0.078
H 4.738 -0.564 -5.134 0.001 -0.001 -0.001 0.079
H 5.683 -0.700 -2.221 -0.001 0.001 0.000 0.123
H 4.722 0.609 -2.927 0.002 -0.003 0.002 0.112
H 4.080 -1.284 -0.748 -0.001 0.005 -0.009 0.159
H 3.271 0.995 -1.256 -0.008 -0.005 -0.002 0.116
H 1.806 0.329 -1.983 0.000 0.000 -0.006 0.134
H 2.642 0.083 0.953 -0.004 -0.005 0.000 0.132
H 1.366 1.111 0.334 -0.006 -0.001 0.014 0.109
H -0.532 1.040 1.025 0.017 -0.004 -0.008 0.116
H -0.730 1.063 -0.729 -0.005 0.008 0.006 0.141
H -3.115 -1.340 0.629 0.007 -0.002 -0.012 0.130
H -2.785 -1.254 3.104 -0.005 -0.004 -0.002 0.121
H -1.528 -0.050 2.761 -0.001 -0.016 0.005 0.112
H -4.174 0.686 3.814 -0.006 0.006 -0.005 0.140
H -2.707 2.367 1.895 0.007 0.004 0.011 0.132
H -2.256 4.447 2.428 0.004 0.011 0.000 0.118
H -3.793 5.060 3.025 0.005 -0.019 0.004 0.127
H -2.782 4.921 5.390 -0.006 0.007 0.003 0.111
H -1.219 4.675 4.622 -0.006 0.001 0.016 0.127
H -0.637 9.254 3.395 0.005 0.003 0.000 0.098
H -4.552 6.312 5.110 0.002 -0.003 0.003 0.083
H -4.251 7.701 6.175 -0.005 0.002 -0.001 0.093
H -4.974 7.951 4.574 0.002 0.000 -0.004 0.091
H -4.760 1.071 0.933 -0.018 -0.010 0.005 0.119
H -5.142 -0.439 1.804 0.000 -0.008 0.001 0.117
H 2.398 -2.349 0.869 -0.009 -0.005 0.002 0.138
H 0.898 -3.027 0.215 0.002 -0.004 0.005 0.127
H 1.502 -2.234 -2.042 0.008 0.004 -0.005 0.159
H 3.770 -3.796 -0.698 -0.001 -0.005 -0.005 0.087
H 2.283 -4.495 -1.346 -0.002 0.001 0.000 0.084
H 3.457 -3.746 -2.436 0.000 0.001 -0.001 0.079
```
Positions in Å, forces in eV/Å.

Its HOMO-LUMO gap is 9.9 eV. As for the SMILES: CCO[C@H]1CCN(C(=O)CO[C@H]2C[C@@H](NC(=O)CCc3ncnn3C)C2)C[C@@H]1C. Its relative energy (zero: lowest compared OMol25 entry of this formula, charge and spin) is 42.1 kJ/mol. The HOMO energy comes out at -9.3933 eV. The total energy comes out at -36916.1022 eV.

(2)
Below is a cluster of 10 separate species, C60H104F4O18 in total in a non-equilibrium geometry, with properties calculated with the ωB97M-V functional and the def2-TZVPD basis.

Structure (XYZ):
```
186
Properties=species:S:1:pos:R:3:forces:R:3:lowdin_charge:R:1
C 6.734 0.831 -1.771 1.380 -1.437 -2.363 -0.162
O 6.801 1.494 -0.573 0.388 -0.363 1.149 -0.170
C 6.513 2.862 -0.571 -0.042 0.366 0.097 -0.191
C 5.209 3.282 0.036 0.175 3.060 -0.820 -0.192
O 4.295 3.211 -1.015 -1.827 -0.768 -0.754 -0.126
C 3.010 3.721 -0.691 0.108 -1.134 0.721 -0.183
C 1.973 3.490 -1.738 -0.115 1.182 -0.366 -0.167
O 2.232 4.374 -2.830 0.320 -0.465 -0.135 -0.157
C 1.146 5.203 -3.036 -0.577 0.276 0.469 -0.133
H 7.644 0.976 -2.532 -1.504 0.056 1.733 0.124
H 5.849 1.119 -2.303 -0.651 0.191 -0.566 0.063
H 6.667 -0.286 -1.627 0.148 1.135 0.251 0.097
H 6.447 3.283 -1.563 0.283 -0.074 -0.632 0.131
H 7.296 3.379 -0.066 0.864 0.235 0.530 0.117
H 5.288 4.430 0.261 0.224 -1.814 0.094 0.155
H 4.867 2.794 0.916 -0.127 -0.735 0.877 0.107
H 3.110 4.745 -0.445 0.019 1.533 -0.036 0.117
H 2.595 3.291 0.218 0.260 -0.680 0.503 0.109
H 0.950 3.739 -1.329 1.082 -0.491 -0.164 0.111
H 2.001 2.479 -2.106 -0.115 -0.530 -0.028 0.106
H 0.905 5.774 -2.139 -0.134 0.087 0.273 0.095
H 0.272 4.633 -3.322 -0.543 -0.227 -0.121 0.066
H 1.334 5.918 -3.795 0.494 0.547 -0.907 0.080
C 2.755 -3.130 0.915 2.185 -0.667 0.489 -0.092
O 2.703 -4.490 1.343 -0.301 -0.159 -0.386 -0.160
C 1.497 -5.094 0.957 -1.233 0.077 -1.330 -0.239
C 0.583 -5.286 2.105 -1.134 -0.409 0.817 -0.178
O 0.280 -3.960 2.650 0.001 -1.989 -0.530 -0.120
C -0.039 -4.106 3.988 -0.113 -0.875 2.144 -0.221
C -1.485 -4.562 4.355 0.732 0.032 -0.237 -0.164
O -1.765 -5.959 4.146 0.134 0.608 -0.556 -0.205
C -1.305 -6.838 5.170 -1.684 -0.297 -1.296 -0.095
H 1.880 -2.592 1.253 0.215 0.497 0.279 0.076
H 2.893 -3.055 -0.145 -0.605 -0.147 -1.056 0.067
H 3.786 -2.815 1.227 -1.276 0.413 0.531 0.110
H 1.615 -6.092 0.495 0.465 0.448 -0.025 0.135
H 0.935 -4.446 0.233 0.638 -0.483 0.163 0.122
H 1.110 -5.915 2.844 -0.030 0.528 0.189 0.125
H -0.359 -5.915 1.895 1.137 1.268 -0.118 0.152
H 0.153 -3.163 4.497 -0.231 0.363 -0.081 0.108
H 0.666 -4.829 4.508 -0.506 0.594 -0.628 0.132
H -2.186 -3.889 3.817 0.077 -0.890 0.096 0.107
H -1.616 -4.392 5.417 -0.015 0.433 0.442 0.114
H -1.918 -6.763 6.048 -0.926 -0.136 0.453 0.077
H -0.367 -6.600 5.546 2.249 0.326 0.119 0.053
H -1.356 -7.855 4.734 0.177 0.585 0.453 0.106
C -2.551 -0.940 5.242 0.688 -1.338 -1.551 -0.085
O -2.040 -0.135 4.187 0.744 -0.188 -0.275 -0.215
C -3.027 0.276 3.256 -0.192 -0.389 0.728 -0.188
C -3.215 -0.640 2.073 0.575 0.453 -0.505 -0.193
O -3.825 -1.843 2.435 -0.591 -0.130 0.915 -0.142
C -3.743 -2.881 1.492 1.660 0.374 -0.423 -0.209
C -4.619 -4.019 1.885 -1.021 -0.065 0.841 -0.202
O -5.996 -3.694 1.722 1.558 1.146 -0.589 -0.188
C -6.813 -4.625 2.286 -0.895 -1.351 1.547 -0.167
H -3.228 -0.347 5.804 -0.698 0.398 0.953 0.074
H -1.667 -1.265 5.832 -0.804 0.118 -0.189 0.086
H -3.094 -1.812 4.773 0.538 0.648 0.854 0.094
H -2.692 1.215 2.859 0.002 0.646 -0.169 0.099
H -3.926 0.386 3.852 -0.674 0.327 -0.310 0.127
H -2.184 -0.821 1.738 -0.038 -0.161 -0.386 0.122
H -3.761 -0.083 1.256 0.290 -0.597 0.632 0.151
H -2.693 -3.322 1.521 -0.804 0.625 -0.373 0.131
H -3.938 -2.399 0.513 -0.048 -0.863 0.050 0.135
H -4.474 -4.200 2.985 0.213 -0.052 -0.773 0.129
H -4.371 -4.941 1.336 0.055 0.227 0.054 0.137
H -6.417 -4.952 3.350 -0.835 0.349 -1.937 0.122
H -6.931 -5.498 1.591 0.075 0.233 0.835 0.095
H -7.798 -4.138 2.407 0.323 -0.437 0.075 0.088
C -0.940 -2.825 -1.512 1.036 -1.664 1.300 -0.146
O -1.454 -1.944 -2.419 0.280 0.777 -1.630 -0.181
C -2.387 -2.569 -3.272 -1.591 -0.498 0.476 -0.195
C -2.702 -1.697 -4.463 0.073 3.082 2.727 -0.218
O -1.572 -1.806 -5.253 1.168 0.580 -1.656 -0.175
C -1.847 -1.752 -6.651 0.062 -0.049 0.167 -0.158
C -0.584 -1.813 -7.558 -1.902 0.139 0.289 -0.218
O 0.244 -2.798 -7.038 -0.028 0.290 0.548 -0.190
C 1.439 -2.974 -7.759 -1.478 -0.089 -0.887 -0.086
H -0.615 -3.807 -1.960 -0.472 0.709 0.206 0.100
H -1.674 -3.011 -0.714 0.081 -0.285 0.005 0.077
H -0.028 -2.441 -1.028 -0.340 0.310 -0.247 0.078
H -3.306 -2.730 -2.638 0.517 -0.283 -0.744 0.141
H -2.003 -3.524 -3.714 -0.168 0.411 0.755 0.144
H -2.850 -0.587 -4.033 0.457 -2.123 -0.999 0.154
H -3.651 -1.888 -4.936 -0.271 -0.792 -0.477 0.117
H -2.411 -0.841 -6.887 0.033 0.095 -0.098 0.120
H -2.517 -2.594 -6.778 -0.122 -0.359 -0.848 0.121
H -0.191 -0.792 -7.665 0.747 -0.153 0.549 0.121
H -0.939 -2.016 -8.604 0.184 -0.333 0.597 0.133
H 2.003 -3.754 -7.259 0.073 -0.169 -0.328 0.095
H 1.987 -2.058 -7.799 0.717 0.728 0.119 0.073
H 1.076 -3.177 -8.791 0.987 -0.511 0.223 0.098
C -0.376 0.873 -4.084 -1.132 -2.023 0.316 -0.087
O -1.502 1.184 -3.237 2.562 0.807 -0.650 -0.166
C -1.937 2.477 -3.644 -2.857 -1.455 1.678 -0.213
C -3.089 2.171 -4.545 -0.976 1.142 -0.186 -0.202
O -4.039 1.435 -3.772 -0.375 0.429 -1.101 -0.160
C -5.349 1.542 -4.373 1.204 -0.719 1.282 -0.166
C -6.278 0.613 -3.662 -0.667 0.280 -0.699 -0.245
O -6.739 1.110 -2.456 0.607 0.679 0.224 -0.169
C -7.939 0.546 -2.041 -0.623 -0.072 -0.360 -0.113
H 0.202 0.054 -3.649 -0.395 0.113 0.229 0.055
H 0.266 1.706 -4.193 0.727 1.036 -0.218 0.076
H -0.739 0.483 -5.059 0.302 0.421 0.287 0.091
H -1.278 3.123 -4.160 1.354 0.494 -0.196 0.104
H -2.361 2.916 -2.718 0.435 0.164 -0.758 0.093
H -2.691 1.656 -5.469 -0.823 0.207 0.715 0.139
H -3.604 3.132 -4.795 0.525 -0.476 -0.450 0.135
H -5.284 1.136 -5.382 -0.032 0.514 -0.438 0.128
H -5.751 2.575 -4.294 0.334 -0.460 -0.361 0.144
H -5.937 -0.403 -3.576 0.762 -0.567 0.158 0.128
H -7.088 0.554 -4.369 -1.022 -0.135 -0.345 0.115
H -8.279 1.203 -1.256 -0.169 -0.382 0.710 0.088
H -7.827 -0.517 -1.778 -0.070 0.283 0.351 0.098
H -8.721 0.606 -2.817 0.235 -0.045 -0.143 0.090
C 1.005 3.668 5.038 -0.228 -1.764 0.085 -0.113
O 0.877 3.697 3.636 -2.340 -0.244 -0.477 -0.222
C -0.428 3.116 3.176 2.025 0.319 0.197 -0.119
C -0.645 3.592 1.738 -1.802 2.684 1.007 -0.181
O -1.640 2.801 1.117 0.794 -0.144 0.134 -0.141
C -1.811 3.127 -0.247 -1.638 -0.442 0.038 -0.188
C -2.544 4.430 -0.560 0.306 0.518 -1.259 -0.206
O -3.924 4.424 -0.265 0.561 0.472 1.228 -0.177
C -4.765 3.955 -1.280 0.643 -1.406 0.109 -0.107
H 0.203 4.136 5.590 -0.413 0.548 -0.092 0.086
H 1.937 4.127 5.243 0.787 0.596 0.434 0.063
H 1.049 2.620 5.443 0.038 0.587 -0.476 0.091
H -1.234 3.305 3.916 0.403 0.190 -0.680 0.140
H -0.226 2.058 3.130 -0.331 -0.712 0.139 0.093
H 0.310 3.685 1.201 -0.156 -0.496 -0.027 0.117
H -1.110 4.659 1.781 1.146 -1.342 0.037 0.151
H -2.536 2.379 -0.604 0.639 -0.248 -0.102 0.129
H -0.868 3.044 -0.785 0.059 0.003 -0.137 0.104
H -2.464 4.582 -1.663 0.274 -0.054 0.500 0.112
H -2.058 5.316 -0.132 -0.351 -0.164 0.290 0.122
H -5.768 4.163 -0.959 -0.556 -0.392 0.329 0.084
H -4.577 2.837 -1.448 -0.592 1.478 -0.217 0.109
H -4.646 4.565 -2.165 0.365 -0.108 -0.741 0.083
F 1.713 -4.570 -3.256 -0.525 -0.675 0.311 0.070
C 2.344 -3.479 -3.671 0.941 1.151 -0.127 -0.283
C 3.732 -3.429 -3.580 -0.484 0.336 -1.222 0.003
C 4.311 -2.248 -4.140 0.696 -0.543 1.149 -0.089
C 3.552 -1.238 -4.706 0.653 0.657 -0.008 -0.104
C 2.167 -1.322 -4.674 0.223 2.308 -0.911 -0.119
C 1.588 -2.393 -4.140 -1.807 -2.641 1.137 -0.032
H 4.287 -4.344 -3.275 -0.296 1.109 0.018 0.127
H 5.382 -2.064 -3.948 -0.490 -0.304 -0.588 0.104
H 4.037 -0.338 -5.110 -0.145 -0.510 0.263 0.110
H 1.474 -0.508 -4.992 1.110 -0.667 -0.103 0.108
H 0.496 -2.419 -4.098 0.328 -0.286 0.000 0.110
F 0.043 0.626 7.444 0.638 0.370 -0.219 0.038
C 1.230 0.248 6.869 -1.335 0.213 -0.035 -0.294
C 1.144 -0.336 5.630 1.268 0.075 1.003 -0.018
C 2.317 -0.909 5.140 -0.687 0.118 -0.526 -0.097
C 3.508 -0.931 5.841 0.319 -0.408 1.059 -0.072
C 3.515 -0.276 7.109 0.776 0.359 -0.672 -0.062
C 2.398 0.441 7.548 0.565 -1.465 -0.815 -0.025
H 0.191 -0.274 5.178 -0.703 -0.366 -0.943 0.082
H 2.247 -1.361 4.173 0.203 -0.329 -0.489 0.090
H 4.344 -1.555 5.407 -0.826 1.095 0.856 0.126
H 4.395 -0.223 7.776 -0.313 -0.182 -0.753 0.108
H 2.407 1.055 8.393 0.088 0.532 1.392 0.101
F 3.993 6.484 1.637 0.249 -0.882 0.759 0.023
C 4.431 5.520 2.544 -0.048 1.892 -2.061 -0.309
C 3.648 4.496 2.852 -2.055 -2.882 0.778 -0.034
C 4.050 3.537 3.809 0.138 1.638 -0.927 -0.065
C 5.229 3.762 4.483 0.231 0.640 -0.997 -0.076
C 6.090 4.793 4.076 -0.599 0.509 -0.437 -0.046
C 5.683 5.637 3.025 1.496 0.660 2.095 -0.029
H 2.666 4.356 2.434 -0.122 0.244 -0.246 0.102
H 3.418 2.703 4.046 -0.227 -0.160 0.068 0.099
H 5.356 3.142 5.310 1.016 -0.872 1.284 0.083
H 7.011 5.092 4.577 -0.203 -0.566 0.058 0.105
H 6.214 6.565 2.859 0.301 -0.212 -0.378 0.121
F 4.053 0.322 2.465 0.063 0.159 -0.144 0.060
C 3.202 0.286 1.429 -0.693 -0.614 -2.644 -0.266
C 3.697 0.131 0.078 -0.724 0.979 1.098 0.025
C 2.776 0.088 -1.027 2.894 0.595 1.262 -0.060
C 1.450 0.042 -0.723 -1.093 -0.085 -1.142 -0.135
C 0.982 0.182 0.546 -1.365 -0.364 1.659 -0.084
C 1.824 0.345 1.642 0.527 -0.045 -0.055 -0.016
H 4.785 0.254 -0.009 -0.515 -0.285 -0.337 0.099
H 3.170 0.248 -2.053 -0.363 -0.669 0.777 0.115
H 0.693 -0.078 -1.479 -0.043 0.050 -0.475 0.089
H -0.116 0.071 0.724 1.047 0.398 -0.133 0.121
H 1.403 0.485 2.625 0.119 -0.054 0.208 0.097
```
Positions in Å, forces in eV/Å.

Its HOMO-LUMO gap is 9.5 eV. As for the SMILES: COCCOCCOC.COCCOCCOC.COCCOCCOC.COCCOCCOC.COCCOCCOC.COCCOCCOC.Fc1ccccc1.Fc1ccccc1.Fc1ccccc1.Fc1ccccc1. Its relative energy (zero: lowest compared OMol25 entry of this formula, charge and spin) is 91.3 kJ/mol. The HOMO energy comes out at -8.9879 eV. The total energy comes out at -111616.9743 eV.